Here is a cluster of 7 separate species, C39H76F13NO9S in total from the OMol25 dataset. Energies are from ωB97M-V/def2-TZVPD.

```
139
C39H76F13NO9S | the OMol25 dataset | ωB97M-V/def2-TZVPD
N -0.708 8.251 -2.473
C 0.528 8.149 -3.293
C 0.753 6.717 -3.725
C 1.567 5.919 -2.716
C 1.655 4.439 -3.096
C 1.679 3.491 -1.890
C 0.376 2.904 -1.516
C 0.089 2.211 -0.410
C 1.111 1.875 0.633
C 0.505 1.605 2.016
C 1.438 0.717 2.832
F 1.086 -0.563 2.581
F 2.707 0.909 2.427
C 1.303 0.904 4.373
F 0.011 1.277 4.580
F 1.477 -0.256 5.035
C 2.203 2.029 4.986
F 2.438 2.981 4.060
F 1.474 2.614 5.975
C 3.505 1.612 5.740
F 3.163 0.795 6.760
F 3.994 2.762 6.267
S 4.893 0.798 4.721
F 6.002 1.767 5.288
F 5.224 -0.211 5.891
F 3.828 -0.210 4.151
F 4.622 1.806 3.551
F 5.976 0.092 3.829
C -1.334 1.811 -0.426
O -1.938 1.063 0.302
O -1.911 2.433 -1.508
C -0.890 2.944 -2.312
O -1.127 3.276 -3.440
H -0.800 7.388 -1.954
H -0.581 8.975 -1.780
H 0.375 8.779 -4.162
H 1.384 8.551 -2.754
H 1.253 6.698 -4.689
H -0.216 6.244 -3.863
H 2.559 6.361 -2.709
H 1.144 6.055 -1.722
H 0.850 4.221 -3.780
H 2.570 4.275 -3.653
H 2.404 2.708 -2.090
H 2.073 4.056 -1.050
H 1.773 2.724 0.702
H 1.650 1.005 0.273
H -0.442 1.101 1.908
H 0.329 2.559 2.496
C -4.441 0.448 -1.927
C -5.357 -0.277 -2.896
O -4.747 -1.383 -3.536
C -4.287 -2.411 -2.681
C -5.381 -3.063 -1.853
H -3.507 0.719 -2.413
H -4.917 1.354 -1.554
H -4.197 -0.173 -1.064
H -5.648 0.399 -3.701
H -6.283 -0.585 -2.396
H -3.484 -2.039 -2.034
H -3.839 -3.155 -3.340
H -5.801 -2.373 -1.118
H -4.981 -3.921 -1.311
H -6.195 -3.402 -2.495
C 3.677 0.469 -6.866
C 3.756 1.420 -5.685
O 2.886 1.083 -4.620
C 3.102 -0.181 -4.015
C 4.472 -0.335 -3.374
H 2.645 0.360 -7.199
H 4.276 0.850 -7.694
H 4.054 -0.523 -6.615
H 3.449 2.417 -6.002
H 4.788 1.507 -5.325
H 2.918 -0.986 -4.733
H 2.333 -0.265 -3.246
H 5.270 -0.340 -4.117
H 4.527 -1.275 -2.824
H 4.667 0.488 -2.684
C -0.259 -5.997 0.768
C 0.384 -4.800 0.090
O -0.504 -4.060 -0.725
C -1.606 -3.485 -0.048
C -1.214 -2.468 1.012
H -0.759 -6.630 0.034
H 0.496 -6.589 1.287
H -1.003 -5.697 1.506
H 1.177 -5.146 -0.575
H 0.860 -4.144 0.830
H -2.243 -4.267 0.379
H -2.194 -2.987 -0.820
H -0.693 -2.935 1.850
H -2.104 -1.977 1.406
H -0.553 -1.709 0.592
C -4.963 4.306 -1.893
C -4.390 5.320 -0.919
O -5.224 6.440 -0.690
C -6.493 6.155 -0.136
C -6.435 5.493 1.231
H -5.253 4.790 -2.827
H -4.223 3.537 -2.111
H -5.848 3.811 -1.489
H -3.464 5.728 -1.326
H -4.131 4.835 0.030
H -7.090 5.553 -0.830
H -6.992 7.121 -0.049
H -6.017 4.486 1.178
H -7.437 5.413 1.653
H -5.813 6.076 1.911
C -1.852 -5.406 5.574
C -2.710 -5.933 4.436
O -2.104 -6.976 3.698
C -1.797 -8.153 4.421
C -3.012 -8.838 5.024
H -0.862 -5.128 5.209
H -2.320 -4.529 6.023
H -1.720 -6.149 6.362
H -2.884 -5.133 3.715
H -3.694 -6.243 4.805
H -1.047 -7.945 5.193
H -1.328 -8.820 3.698
H -3.467 -8.239 5.814
H -2.725 -9.796 5.459
H -3.770 -9.012 4.260
C 5.344 -5.350 0.529
C 5.986 -4.147 -0.141
O 5.101 -3.412 -0.966
C 3.980 -2.851 -0.313
C 4.328 -1.849 0.774
H 4.855 -5.983 -0.212
H 6.101 -5.938 1.049
H 4.593 -5.055 1.263
H 6.785 -4.482 -0.802
H 6.449 -3.491 0.605
H 3.332 -3.636 0.093
H 3.409 -2.347 -1.094
H 4.822 -2.321 1.625
H 3.418 -1.374 1.142
H 4.998 -1.078 0.390
```

138
Properties=species:S:1:pos:R:3 method="wB97M-V/def2-TZVPD" charge=-1 spin_multiplicity=2
C -1.899 3.334 -2.644
C -2.420 3.683 -1.213
C -2.588 5.175 -0.897
O -3.837 5.244 -0.297
C -4.538 4.126 -0.529
O -5.747 3.956 -0.352
O -3.767 3.212 -1.147
H -1.959 2.277 -2.905
H -0.876 3.709 -2.673
H -2.572 3.730 -3.404
H -1.909 3.156 -0.407
H -2.548 5.727 -1.836
H -1.797 5.506 -0.223
C 5.461 -2.465 -0.879
C 4.552 -2.853 -2.074
O 4.841 -2.632 -3.211
C 3.235 -3.616 -1.773
H 5.112 -2.895 0.061
H 5.338 -1.395 -0.712
H 6.496 -2.670 -1.152
H 3.094 -4.032 -0.776
H 3.102 -4.388 -2.532
H 2.407 -2.924 -1.928
C -1.544 0.085 -0.529
C -0.220 0.065 -1.293
O 0.026 0.837 -2.240
C 0.805 -0.880 -0.808
H -1.337 0.191 0.536
H -2.107 -0.843 -0.634
H -2.234 0.917 -0.670
H 1.320 -0.258 -0.076
H 1.463 -1.096 -1.649
H 0.360 -1.773 -0.367
C -7.691 -0.579 0.701
C -6.289 -1.125 0.835
O -5.989 -1.962 1.671
C -5.217 -0.538 -0.032
H -8.088 -0.551 1.716
H -8.326 -1.249 0.121
H -7.599 0.407 0.246
H -4.255 -0.912 0.318
H -5.278 0.544 0.086
H -5.380 -0.859 -1.061
C 1.795 3.516 0.360
C 0.544 3.369 1.241
O -0.248 4.270 1.210
C 0.462 2.245 2.231
H 1.658 4.471 -0.146
H 1.869 2.770 -0.431
H 2.691 3.543 0.981
H 0.607 1.279 1.746
H -0.530 2.148 2.673
H 1.223 2.377 2.999
C 0.215 -1.660 -5.856
C -0.211 -2.441 -4.639
O 0.285 -3.449 -4.175
C -1.428 -1.848 -3.994
H 0.156 -2.277 -6.752
H 1.212 -1.222 -5.888
H -0.550 -0.905 -6.036
H -2.357 -2.291 -4.353
H -1.487 -0.759 -3.991
H -1.413 -2.113 -2.937
C -1.341 -2.327 2.819
C 0.160 -2.587 3.181
C 0.260 -2.348 4.726
S -0.571 -0.705 4.960
O 0.502 0.356 4.821
O -1.421 -0.737 6.228
C -1.544 -0.915 3.352
H -2.134 -2.916 3.281
H -1.380 -2.271 1.731
H 0.762 -1.849 2.651
H 0.451 -3.624 3.011
H 1.277 -2.280 5.115
H -0.424 -3.023 5.240
H -1.154 -0.262 2.571
H -2.589 -0.749 3.613
C -0.967 -4.870 -0.926
C -1.531 -6.214 -1.529
C -0.349 -7.078 -1.858
S 0.936 -6.830 -0.413
O 2.200 -6.260 -0.901
O 0.862 -7.947 0.534
C 0.010 -5.288 0.221
H -1.729 -4.175 -0.574
H -0.402 -4.364 -1.709
H -1.992 -5.913 -2.470
H -2.211 -6.706 -0.834
H 0.119 -6.811 -2.806
H -0.633 -8.130 -1.823
H 0.707 -4.531 0.580
H -0.422 -5.769 1.098
C 5.395 1.846 3.704
C 6.276 1.796 2.442
C 6.004 0.412 1.728
S 4.162 0.249 1.852
O 3.894 -1.116 2.289
O 3.485 0.798 0.698
C 3.957 1.447 3.222
H 5.283 2.881 4.027
H 5.719 1.260 4.564
H 7.326 2.051 2.582
H 5.886 2.637 1.869
H 6.454 -0.349 2.366
H 6.327 0.239 0.702
H 3.360 0.959 3.992
H 3.383 2.327 2.933
C 5.028 1.743 -4.983
C 3.869 0.983 -4.373
C 4.153 0.668 -2.874
S 5.013 2.161 -2.261
O 6.175 1.765 -1.470
O 4.028 3.057 -1.760
C 5.510 2.777 -3.915
H 4.666 2.338 -5.821
H 5.812 1.109 -5.395
H 3.657 0.079 -4.944
H 2.952 1.557 -4.508
H 4.834 -0.182 -2.929
H 3.343 0.499 -2.165
H 6.599 2.754 -3.964
H 5.232 3.818 -4.078
C -6.489 3.664 2.839
C -5.382 4.447 3.641
C -3.958 4.125 3.138
S -4.084 2.236 2.923
O -3.935 1.567 4.189
O -3.348 1.786 1.792
C -5.838 2.262 2.504
H -6.725 4.227 1.936
H -7.448 3.630 3.358
H -5.408 4.251 4.713
H -5.616 5.502 3.500
H -3.169 4.372 3.848
H -3.856 4.586 2.155
H -6.217 1.371 3.004
H -5.860 2.123 1.423

124
Properties=species:S:1:pos:R:3 method="wB97M-V/def2-TZVPD" charge=-2 spin_multiplicity=2
Hg -3.506 -3.140 -2.915
O 3.018 -5.346 4.741
H 3.419 -4.832 5.454
H 2.110 -5.007 4.618
O 3.210 0.194 6.884
H 3.490 -0.179 5.719
H 4.959 -9.990 3.612
O -5.748 3.798 -6.032
C -5.006 -0.739 -7.735
C -4.638 -1.472 -6.357
C -4.665 -3.046 -6.424
C -3.263 -0.893 -5.751
Si -5.662 -0.462 -4.960
C -7.223 -1.552 -4.797
C -8.072 -1.285 -3.618
C -7.791 -1.922 -6.089
C -0.485 -7.006 -7.778
C -6.083 1.647 -5.081
C -7.588 1.752 -5.607
C -5.902 2.077 -3.508
C -5.261 2.526 -5.986
H -5.798 0.065 -7.658
H -5.485 -1.522 -8.339
H -4.101 -0.468 -8.245
H -5.478 -3.454 -5.853
H -3.783 -3.462 -5.951
H -4.761 -3.482 -7.455
H -2.504 -1.506 -6.202
H -3.288 -1.150 -4.686
H -3.158 0.165 -5.941
H -8.524 -2.180 -3.264
H -8.730 -0.453 -3.948
H -7.403 -0.916 -2.858
H -6.952 -1.682 -6.841
H -8.874 -1.775 -6.424
H -7.675 -3.185 -6.266
H -0.611 -8.057 -7.493
H -0.289 -6.518 -8.730
H -1.029 -6.198 -6.938
H -8.257 0.797 -5.595
H -7.391 2.255 -6.621
H -8.245 2.484 -5.096
H -5.268 1.401 -2.862
H -6.877 2.239 -2.977
H -5.467 3.123 -3.413
H -4.290 2.464 -5.451
H -5.348 4.143 -6.824
H -5.253 2.247 -7.104
O 2.418 3.571 1.436
P 2.287 5.031 1.044
C 0.533 5.194 0.166
C 0.010 6.671 0.102
C -0.752 7.004 1.432
C -0.334 6.176 2.664
C -0.713 4.705 2.406
C -0.449 4.314 0.944
C 6.715 2.011 5.237
C 5.439 1.677 5.677
C 4.459 2.813 5.956
C 4.704 4.288 5.670
C 6.004 4.539 4.974
C 6.975 3.298 4.496
C 3.363 5.145 -0.538
C 4.335 3.940 -0.760
C 5.470 3.914 0.371
C 6.299 5.238 0.151
C 5.420 6.448 0.183
C 4.104 6.457 -0.657
H 0.608 4.788 -0.840
H -0.706 6.665 -0.744
H 0.886 7.294 -0.128
H -1.795 6.650 1.324
H -0.740 8.109 1.598
H -0.741 6.579 3.592
H 0.738 6.225 2.796
H -1.808 4.711 2.546
H -0.312 3.953 3.162
H -1.394 4.500 0.382
H -0.175 3.236 0.805
H 7.607 1.391 5.433
H 5.067 0.711 5.578
H 3.236 1.208 6.851
H 4.058 2.681 7.000
H 3.608 2.495 5.306
H 4.562 4.930 6.570
H 3.778 4.649 5.114
H 6.633 5.121 5.738
H 5.736 5.315 4.130
H 7.942 3.761 4.788
H 6.816 3.325 3.407
H 2.521 5.057 -1.233
H 4.954 4.079 -1.707
H 3.741 2.993 -0.784
H 6.022 2.922 0.250
H 4.991 3.949 1.374
H 6.640 5.166 -0.896
H 7.141 5.376 0.812
H 6.002 7.349 -0.036
H 5.101 6.541 1.262
H 4.306 6.768 -1.674
H 3.424 7.249 -0.237
C -5.073 -8.696 2.468
As -3.972 -9.663 3.868
C -3.150 -9.005 5.591
C 6.212 -7.423 2.761
C 5.531 -8.046 3.795
C 5.745 -7.583 5.184
C 4.659 -6.952 5.775
C 3.420 -7.673 5.575
C 3.273 -8.628 4.601
C 4.325 -9.074 3.681
H -5.295 -7.725 3.034
H -5.764 -9.444 2.483
H -4.361 -8.609 1.702
H -3.019 -9.761 6.349
H -3.435 -8.028 6.086
H -2.117 -8.850 5.209
H 6.093 -7.766 1.790
H 6.997 -6.641 3.037
H 6.738 -7.772 5.625
H 4.674 -6.026 6.404
H 2.596 -7.282 6.186
H 2.413 -9.231 4.462
H 4.303 -8.799 2.486

Number 1: E_tot -107751.4847 eV. Number 2: E_tot -132702.4557 eV. Number 3: E_tot -132041.3063 eV.